DFT (ωB97M-V with the def2-TZVPD basis set) results for a structure of composition C38H50N4OSTl in a non-equilibrium geometry.

Geometry as XYZ:
```
95
Properties=species:S:1:pos:R:3:forces:R:3
C 2.886996 -5.107027 0.449451 0.134 0.011 -0.216
C 1.860493 -4.149223 -0.056992 -0.443 -0.205 -0.240
H -3.238294 -4.113460 -5.254207 0.053 -0.033 -0.109
H 3.108623 -4.895456 1.499653 -0.059 -0.060 -0.019
H -0.520718 6.175619 2.971592 -0.079 0.040 0.021
C 0.727732 3.015277 1.201417 0.928 0.186 0.135
H -6.484252 -0.936997 -1.364967 -0.013 -0.035 0.069
H -0.323246 -6.415955 0.442115 -0.010 -0.031 0.069
H 5.144280 3.369584 1.738859 -0.047 0.054 -0.154
C 2.479326 1.325615 1.766587 0.201 -1.696 -0.158
H -1.887167 -3.133297 -4.670218 0.056 0.007 -0.033
C -2.972989 -3.184959 -4.752488 -0.137 -0.127 0.111
H 1.100465 6.793537 3.307269 0.008 0.101 0.126
C 3.956197 -0.283903 2.319680 0.157 0.517 0.085
C 4.496128 2.011768 3.317954 0.204 0.045 -0.168
C -1.853298 5.449199 0.102943 0.174 0.082 -0.128
H -1.179189 2.768482 -2.135316 0.076 0.048 -0.088
H 2.486253 -6.121332 0.406688 -0.031 0.027 0.097
C 0.540225 5.939181 2.939052 0.119 0.063 -0.125
C -2.734079 1.419573 -1.510666 0.333 -0.504 -0.090
C 0.975987 5.609012 1.504496 -0.185 -0.011 0.105
C -1.401184 5.905656 -1.293230 -0.203 0.033 0.127
H -1.926473 6.814808 -1.572348 -0.036 0.091 -0.118
H -1.037455 -7.243955 -0.945311 -0.070 -0.125 -0.007
H -4.961726 0.599179 -3.533022 0.032 -0.052 -0.037
N -0.292224 2.153598 0.848684 -0.685 -0.460 -0.436
N -1.940850 -0.834418 -1.014223 0.655 -0.710 -0.195
H 6.105608 3.442016 3.208930 0.095 0.077 0.003
C 0.257766 4.388427 1.041306 -0.609 0.121 -0.104
C -1.317241 2.882316 0.471110 0.621 -0.452 0.530
H 3.577159 -2.731991 1.368683 0.072 0.020 0.112
H -0.330689 6.104167 -1.317842 0.019 0.003 0.036
H 6.293223 2.084420 2.098173 0.036 -0.051 -0.054
H 4.579160 -4.040737 -0.401277 0.100 0.074 -0.045
H 4.121595 -1.075978 4.921610 -0.031 0.039 0.058
H -5.004267 2.142026 0.620861 0.059 -0.021 0.012
H -3.415735 -4.044699 -2.816995 -0.095 -0.007 -0.029
C 5.574261 2.771658 2.538035 -0.098 -0.009 0.186
C -1.493957 1.738790 -2.299321 0.011 0.117 0.091
H 3.541698 -2.401031 3.920647 -0.076 -0.095 0.039
H 1.212430 -6.373514 -1.529300 0.029 0.047 -0.117
H -4.725103 -3.099296 -3.500464 0.005 -0.106 0.012
C 4.178194 -5.051883 -0.372436 -0.090 -0.108 0.186
C 0.372526 -5.680740 -1.470600 -0.103 -0.065 0.243
H 4.921671 -5.713042 0.066208 0.137 -0.011 -0.038
H -0.018013 -5.541285 -2.480999 0.087 -0.042 -0.017
H -5.521778 -1.064111 -3.664169 0.032 0.072 -0.117
C 0.062627 -3.127933 -0.969009 -0.708 -0.436 -0.713
H -7.132808 0.342414 -2.399304 -0.116 0.011 -0.034
C -3.224148 -1.951782 -2.562653 -0.816 0.401 -0.109
C 1.765832 -2.731344 0.306149 -1.357 -0.221 -0.982
H 5.366599 -1.885681 2.234578 0.049 0.074 0.033
H -1.363908 -3.841618 -2.296324 0.039 -0.175 0.032
H 2.054390 5.456043 1.481375 0.045 0.047 -0.109
C -2.017955 -1.912382 -1.727606 -0.208 1.314 0.557
H -1.617315 5.145411 -2.041641 0.002 -0.063 -0.071
H -3.613241 1.954401 -1.873602 0.020 0.063 0.063
H -2.911158 5.184732 0.074127 0.055 0.121 0.107
H -0.684728 1.068007 -2.023409 0.115 0.028 -0.022
H 4.978597 1.463525 4.130596 -0.108 0.077 0.051
C 0.819090 -4.386122 -0.891349 0.481 -0.007 0.188
C 2.839897 -0.793304 1.517359 0.337 -1.037 -0.088
H -3.308813 -2.356152 -5.374267 0.049 0.054 0.000
C 2.754236 -2.089784 1.087823 0.526 1.258 0.775
H 2.653726 3.430231 1.889106 -0.039 0.095 0.079
C -1.022358 4.301527 0.568716 0.539 0.455 0.036
C 3.726259 1.042798 2.484877 0.151 -0.623 0.121
H -5.885782 0.702400 -1.195163 -0.070 0.012 0.072
C -3.145283 -0.049868 -1.261727 -0.098 0.374 -0.225
C 1.963238 2.639726 1.627378 -1.066 0.906 -0.312
H -4.253233 3.456268 -0.317470 0.028 0.048 -0.129
N 1.955484 0.227084 1.244781 -0.459 1.083 -0.420
Tl -0.621499 -0.450914 1.263187 -0.119 -0.388 0.473
H -4.012753 3.374044 1.444323 0.064 0.084 0.147
O -3.838588 0.112917 -0.092230 -0.845 -0.221 0.139
H -1.724362 6.279460 0.801517 -0.171 -0.014 -0.003
H 0.745625 6.456014 0.856942 0.084 -0.018 -0.052
H -1.710885 1.622325 -3.359868 0.007 -0.051 -0.082
H 3.991192 -5.373098 -1.394707 0.010 0.028 -0.085
C -6.235451 -0.032010 -1.913946 -0.023 0.090 -0.135
H 0.710456 5.095110 3.604083 0.056 -0.062 0.054
H 5.155436 -2.478563 4.640800 0.030 -0.087 0.085
C -4.143155 2.798715 0.535772 0.193 -0.313 0.210
C -0.709895 -6.280500 -0.566152 0.028 -0.106 -0.159
S -2.716887 1.700469 0.313454 -0.381 0.646 -0.299
C 4.421344 -1.819246 4.185681 0.203 -0.039 -0.083
C -5.155966 -0.315321 -2.960392 -0.114 -0.098 0.154
C -1.085244 -2.994424 -1.687471 1.149 -0.631 0.457
N 0.685502 -2.162378 -0.211608 0.817 0.693 0.605
C 5.006637 -1.135004 2.943352 -0.142 0.004 0.208
H 5.861743 -0.526612 3.239449 0.036 -0.004 -0.115
C -3.886775 -0.797024 -2.353083 0.376 -0.391 0.034
C -3.642008 -3.131949 -3.376074 0.062 0.154 -0.232
H -1.571585 -5.619824 -0.510305 -0.106 0.032 0.050
H 3.799804 2.723593 3.768323 0.062 -0.027 0.120
```
Forces are in eV/Å.

Results
Total charge ... +1
HOMO ... -10.407 eV
E_LUMO ... -4.793 eV
Largest force on an atom ... 1.71 eV/Å
Total energy ... -2342.63744 hartree
Kohn-Sham gap ... 5.61 eV

***

DFT (ωB97M-V with the def2-TZVPD basis set) results for a structure of composition C34H49Cl2MoN2OP3S in a non-equilibrium geometry.

Geometry as XYZ:
```
93
Properties=species:S:1:pos:R:3:forces:R:3
C 3.456166 -4.408841 -4.655973 0.003 -0.011 0.263
H 2.906405 -2.335445 -4.862739 0.034 -0.248 0.155
H 3.485713 1.534245 -6.007888 -0.249 -0.155 0.130
H 7.706925 0.825534 -1.127677 -0.355 -0.162 -0.007
C 1.426097 0.864203 -5.959853 0.035 -0.104 0.114
C 3.115696 -4.031725 -1.903730 -0.055 0.105 -0.496
H -2.729063 3.669502 -2.572477 0.258 0.160 0.112
P -1.742472 4.114268 -0.434861 0.386 -1.443 0.129
H -0.242548 -2.187731 7.189278 -0.190 0.260 -0.058
C -0.005755 -0.950638 0.243700 -1.050 3.067 -1.649
H 5.666744 1.930542 -0.208545 0.010 -0.281 -0.124
H -1.153311 2.725778 5.076206 -0.241 -0.099 0.074
N -1.988323 0.855496 5.602788 0.256 -0.406 -0.812
Cl -3.720079 0.249328 2.931190 0.614 -0.125 0.095
N -0.633089 -1.061376 5.487617 -0.431 1.080 -0.218
C -0.310147 4.961943 0.231711 0.008 0.352 -0.161
C 2.895397 -2.958279 -2.788234 -0.313 -0.646 0.241
C 4.315810 0.434056 -0.971387 0.491 -0.444 -0.325
H 7.483572 -1.305537 -2.415679 -0.266 0.169 0.149
H -5.816924 -2.410104 0.480158 0.315 0.140 0.000
H -5.372930 -0.320142 -1.287071 0.167 0.066 0.209
C -1.001962 -1.485191 6.834324 -0.170 -0.304 0.591
C 2.118769 -0.401212 -3.551438 -0.567 0.233 -0.034
C -3.249121 4.776152 0.269124 -0.188 0.131 0.023
H -4.124290 4.223012 -0.102623 0.300 0.162 0.127
H 0.730016 -1.702475 -0.001913 -0.030 -0.493 0.340
H 0.589568 4.400058 -0.051627 -0.271 0.210 0.048
H -1.037397 -0.633576 7.529278 0.019 -0.261 -0.359
C 3.074570 0.336049 -4.263167 -0.252 0.106 -0.097
C -0.555690 1.503616 -0.798444 0.624 1.391 -0.283
H 5.253466 -2.293744 -2.804608 0.032 0.246 0.171
H 4.096389 0.410154 -3.893885 -0.256 0.007 -0.081
C -0.516781 0.172988 -0.150372 1.325 -2.317 0.906
C 6.599334 -0.812707 -2.007062 -0.210 0.181 0.109
C -2.111448 1.766630 1.058753 0.356 0.504 -0.803
H -0.933606 3.665458 -2.651669 -0.191 0.222 0.112
C -3.151870 -2.365264 -0.822303 -0.065 0.142 -0.068
C 0.383057 -1.860510 4.814144 0.315 -0.585 -0.600
C -1.812706 4.171485 -2.229604 -0.009 0.353 -0.043
H -1.828909 5.222626 -2.547275 0.018 -0.294 -0.103
H -2.829637 2.332173 1.662418 0.238 -0.190 -0.139
C 5.336458 -1.373567 -2.227000 -0.006 0.186 0.136
C 3.065389 -3.158028 -4.165830 -0.030 -0.113 0.174
C 0.811039 -0.512227 -4.060136 0.370 0.406 -0.164
C -1.536556 2.354842 -0.009293 -0.185 0.116 0.332
H 0.080417 -1.115015 -3.517394 0.067 0.118 -0.165
H 2.988721 -3.866966 -0.831728 0.060 -0.166 -0.219
H -2.980636 0.207857 7.351377 -0.283 -0.074 -0.391
H 3.422588 0.905251 -0.556121 0.250 -0.023 0.013
H -0.394876 4.991789 1.326885 0.012 -0.016 -0.301
C 0.470097 0.117101 -5.258925 0.087 -0.007 0.049
H 0.702078 -2.645274 5.502894 -0.034 0.185 -0.191
C -1.083938 0.080418 4.952112 -0.429 -0.791 1.272
H 1.439604 1.536650 -1.020032 -0.360 0.246 -0.135
C -5.127208 -1.974036 1.214686 0.249 0.140 0.382
C -2.122436 2.287022 5.329630 -0.007 0.332 0.123
H -3.454303 -0.686044 5.847708 0.206 0.445 0.119
H -5.669783 -1.265453 1.849017 0.142 -0.183 -0.195
C 5.575811 0.997214 -0.766473 0.048 0.030 -0.052
H -3.211849 4.726065 1.366827 -0.016 0.027 -0.352
O 0.741905 2.157097 -0.735345 -0.660 -0.850 -0.143
H -3.328870 5.829292 -0.042653 -0.025 -0.291 0.152
H 1.253925 -1.256189 4.525293 -0.296 -0.123 0.214
Mo -1.615287 -0.266828 1.563463 -2.798 -1.243 1.703
C 3.677001 -5.471867 -3.774610 -0.011 0.308 0.174
C 4.185948 -0.751543 -1.720354 0.099 0.351 0.653
H -0.277283 5.984093 -0.168778 0.110 -0.191 0.178
H -5.094848 0.870264 0.025901 0.043 -0.161 -0.078
P 2.465610 -1.345581 -2.008169 1.349 -0.246 -1.225
H 3.695906 -6.097923 -1.702942 -0.074 0.214 -0.200
H -0.035573 -2.335149 3.915192 0.258 0.182 0.379
H -2.498210 2.751014 6.259673 0.284 -0.168 -0.428
S -0.408733 0.591480 3.439094 0.455 0.892 -0.395
H -2.851683 2.488675 4.531611 0.210 -0.179 0.126
H -2.665169 -3.166803 -0.256774 -0.167 0.112 -0.165
H -2.411632 -1.906748 -1.485413 -0.144 -0.116 -0.010
H -3.888070 0.679054 -1.260725 -0.121 -0.106 0.034
C 2.727516 0.970137 -5.462923 -0.165 -0.184 0.186
H 1.159911 1.348121 -6.903019 0.075 -0.169 0.341
C -4.616697 0.145297 -0.641700 0.188 0.099 0.017
C 6.722921 0.376311 -1.280999 -0.297 -0.074 -0.102
C 3.508363 -5.276114 -2.395070 0.068 0.004 -0.163
P -3.757093 -1.114204 0.361498 0.043 -0.125 -0.455
H -3.991082 -2.761188 -1.406411 0.222 0.025 0.067
H -0.879834 1.408867 -1.849981 0.205 -0.236 0.169
H -4.717272 -2.766120 1.849653 -0.074 0.127 -0.126
H 3.598156 -4.543218 -5.730019 -0.057 0.014 0.341
H -0.540347 0.013899 -5.654791 0.251 0.033 0.054
Cl -1.759299 -2.596916 2.264583 0.167 0.421 -0.200
H -4.009734 0.983379 6.134902 0.382 -0.307 -0.142
C -3.165553 0.288967 6.268305 -0.361 -0.173 0.728
H -1.969039 -2.014322 6.831823 0.402 0.257 0.086
H 3.997896 -6.443629 -4.157105 -0.149 0.327 0.152
```
Forces are in eV/Å.

Results
Multiplicity ... 3
Total charge ... +2
HOMO (spin up / spin down) ... -12.453 / -12.394 eV
E_LUMO (spin up / spin down) ... -6.759 / -8.319 eV
Largest force on an atom ... 3.64 eV/Å
Total energy ... -3920.00866 hartree
Kohn-Sham gap (spin up / spin down) ... 5.69 / 4.08 eV